Entry 1:
{
  "formula": "C25H53BrN3",
  "method": "the ωB97M-V functional and the def2-TZVPD basis",
  "charge": 1,
  "homo_lumo_gap_ev": 8.2,
  "e_lumo_ev": -3.937,
  "total_energy_ev": -101291.5324,
  "largest_force_ev_per_a": 1.37,
  "symbols": ["C", "C", "C", "C", "C", "C", "C", "C", "C", "C", "C", "C", "C", "C", "C", "C", "N", "C", "N", "N", "C", "C", "Br", "H", "H", "H", "H", "H", "H", "H", "H", "H", "H", "H", "H", "H", "H", "H", "H", "H", "H", "H", "H", "H", "H", "H", "H", "H", "H", "H", "H", "H", "H", "H", "H", "H", "H", "H", "H", "H", "H", "H", "C", "C", "C", "C", "C", "C", "H", "H", "H", "H", "H", "H", "H", "H", "H", "H", "H", "H", "H", "H"],
  "coordinates": [[-4.068, 2.186, -2.139], [-2.593, 2.405, -2.527], [-1.834, 1.136, -2.973], [-0.801, 0.674, -1.935], [-1.467, 0.181, -0.645], [-0.513, -0.468, 0.374], [-0.324, 0.383, 1.629], [0.842, -0.007, 2.548], [2.257, -0.089, 1.958], [2.847, 1.226, 1.435], [2.415, 1.638, 0.015], [3.442, 2.530, -0.690], [4.728, 1.836, -1.212], [4.562, 0.421, -1.786], [4.036, 0.383, -3.233], [4.625, -0.771, -4.044], [3.959, -2.080, -3.750], [4.645, -3.205, -4.101], [5.715, -3.629, -3.483], [4.067, -4.004, -5.096], [2.637, -3.809, -4.738], [2.558, -2.362, -4.176], [1.849, -1.141, -5.477], [-4.749, 2.588, -2.891], [-4.290, 1.120, -2.016], [-4.306, 2.671, -1.188], [-2.075, 2.830, -1.660], [-2.534, 3.163, -3.313], [-1.331, 1.327, -3.924], [-2.552, 0.323, -3.138], [-0.148, 1.525, -1.700], [-0.204, -0.147, -2.359], [-1.937, 1.046, -0.160], [-2.283, -0.503, -0.908], [-0.951, -1.425, 0.687], [0.448, -0.704, -0.097], [-1.240, 0.273, 2.222], [-0.259, 1.450, 1.378], [0.870, 0.719, 3.371], [0.596, -0.971, 3.013], [2.907, -0.430, 2.772], [2.315, -0.863, 1.183], [3.940, 1.120, 1.437], [2.620, 2.043, 2.132], [2.166, 0.752, -0.576], [1.484, 2.214, 0.076], [2.952, 3.083, -1.497], [3.762, 3.286, 0.038], [5.129, 2.468, -2.014], [5.487, 1.805, -0.426], [3.925, -0.193, -1.145], [5.551, -0.060, -1.762], [2.945, 0.311, -3.230], [4.304, 1.313, -3.748], [4.602, -0.599, -5.125], [5.675, -0.888, -3.757], [6.022, -4.578, -3.616], [6.271, -3.022, -2.905], [4.214, -3.509, -5.976], [2.353, -4.527, -3.969], [2.009, -3.970, -5.612], [1.935, -2.359, -3.281], [-5.060, -1.206, 7.057], [-5.353, 0.141, 6.404], [-6.119, 0.027, 5.087], [-5.389, -0.740, 3.983], [-4.017, -0.178, 3.614], [-4.066, 1.246, 3.069], [-4.435, -1.837, 6.422], [-4.535, -1.077, 8.004], [-5.985, -1.749, 7.261], [-4.417, 0.684, 6.248], [-5.943, 0.749, 7.093], [-6.367, 1.031, 4.732], [-7.077, -0.467, 5.275], [-6.021, -0.748, 3.089], [-5.276, -1.787, 4.278], [-3.568, -0.833, 2.860], [-3.352, -0.214, 4.481], [-4.694, 1.299, 2.176], [-3.067, 1.591, 2.798], [-4.464, 1.950, 3.801]]
}

=====

Entry 2:
{
  "formula": "C25H53ClOOsP2Si2",
  "method": "the ωB97M-V functional and the def2-TZVPD basis",
  "charge": 0,
  "homo_lumo_gap_ev": [5.7, 6.7],
  "spin_multiplicity": 5,
  "e_lumo_ev": [0.502, -0.237],
  "total_energy_ev": -78151.0136,
  "largest_force_ev_per_a": 2.04,
  "s2": 6.04,
  "symbols": ["Os", "C", "C", "C", "Si", "C", "C", "Si", "H", "H", "H", "Cl", "C", "C", "C", "C", "H", "H", "H", "H", "H", "H", "H", "H", "H", "H", "H", "H", "C", "C", "P", "H", "H", "P", "H", "H", "C", "C", "C", "C", "C", "H", "C", "H", "H", "H", "H", "H", "H", "H", "C", "C", "H", "H", "H", "H", "H", "H", "H", "C", "C", "H", "H", "H", "H", "H", "H", "C", "C", "H", "H", "H", "H", "H", "H", "H", "C", "H", "H", "H", "C", "O", "H", "H", "H"],
  "coordinates": [[0.038, 0.342, 0.027], [-0.042, 0.572, 2.317], [1.426, 0.803, 2.071], [1.494, 1.743, 0.991], [2.739, -0.442, 2.606], [0.220, 2.347, 0.772], [-0.764, 1.712, 1.606], [-2.615, 1.992, 1.618], [-0.410, 0.384, 3.555], [2.423, 2.068, 0.536], [0.017, 3.202, 0.141], [-0.134, -2.179, -4.288], [-3.457, 1.464, 3.196], [-2.989, 3.792, 1.289], [2.407, -1.201, 4.275], [4.440, 0.326, 2.587], [-2.382, 4.401, 1.974], [-4.048, 3.969, 1.523], [-2.795, 4.122, 0.262], [-3.601, 0.377, 3.233], [-4.443, 1.949, 3.234], [-2.879, 1.773, 4.073], [4.388, 1.307, 3.078], [4.869, 0.454, 1.585], [5.104, -0.321, 3.179], [2.036, -0.449, 4.980], [3.354, -1.608, 4.656], [1.676, -2.018, 4.205], [-3.261, 0.868, 0.247], [2.528, -1.820, 1.321], [-2.071, 0.666, -1.120], [-4.225, 1.258, -0.109], [-3.444, -0.126, 0.686], [1.991, -1.231, -0.329], [1.757, -2.507, 1.710], [3.474, -2.380, 1.261], [1.761, -2.862, -1.203], [3.521, -0.297, -0.932], [-2.050, 2.370, -1.941], [-2.961, -0.579, -2.190], [-2.814, -1.998, -1.607], [-2.438, -0.548, -3.156], [-4.439, -0.244, -2.404], [-4.996, -0.277, -1.459], [-4.866, -1.004, -3.070], [-4.598, 0.731, -2.874], [-2.230, -2.631, -2.292], [-3.805, -2.463, -1.497], [-2.332, -2.014, -0.616], [-1.631, 3.014, -1.150], [-3.427, 2.917, -2.331], [-1.106, 2.429, -3.141], [-4.206, 2.768, -1.574], [-3.765, 2.490, -3.284], [-3.329, 4.003, -2.481], [-0.092, 2.090, -2.895], [-1.028, 3.473, -3.477], [-1.490, 1.842, -3.987], [3.589, 0.528, -0.203], [3.334, 0.324, -2.316], [4.839, -1.077, -0.888], [4.978, -1.692, 0.009], [5.662, -0.346, -0.908], [4.951, -1.711, -1.778], [2.456, 0.979, -2.365], [3.264, -0.444, -3.099], [4.215, 0.942, -2.548], [0.527, -3.590, -0.657], [2.974, -3.787, -1.135], [1.570, -2.593, -2.251], [3.208, -4.065, -0.098], [3.868, -3.361, -1.601], [2.727, -4.708, -1.679], [0.637, -3.814, 0.414], [0.414, -4.544, -1.192], [-0.398, -3.015, -0.798], [0.104, -0.846, -3.106], [-0.247, -1.117, -2.087], [1.172, -0.602, -3.093], [-0.453, 0.015, -3.492], [-0.787, 0.139, 4.709], [-0.431, -0.630, 1.680], [-1.821, -0.209, 4.666], [-0.708, 1.050, 5.310], [-0.145, -0.645, 5.118]]
}

=====

Entry 3:
{
  "formula": "C25H53F3N4O5S",
  "method": "the ωB97M-V functional and the def2-TZVPD basis",
  "charge": -2,
  "homo_lumo_gap_ev": 4.8,
  "e_lumo_ev": 3.851,
  "total_energy_ev": -61967.7656,
  "largest_force_ev_per_a": 4.86,
  "symbols": ["C", "C", "O", "O", "H", "H", "H", "C", "F", "F", "F", "S", "O", "O", "O", "C", "C", "N", "C", "C", "C", "C", "H", "H", "H", "H", "H", "H", "H", "H", "H", "H", "H", "H", "H", "H", "H", "C", "C", "N", "C", "C", "C", "C", "H", "H", "H", "H", "H", "H", "H", "H", "H", "H", "H", "H", "H", "H", "H", "C", "C", "N", "C", "C", "C", "C", "H", "H", "H", "H", "H", "H", "H", "H", "H", "H", "H", "H", "H", "H", "H", "N", "C", "C", "C", "C", "H", "H", "H", "H", "H"],
  "coordinates": [[1.419, -0.944, -1.334], [1.739, -0.924, -2.850], [2.847, -1.295, -3.287], [0.838, -0.526, -3.615], [1.193, -1.921, -0.907], [0.564, -0.310, -1.099], [2.247, -0.530, -0.758], [2.661, 3.552, -4.402], [3.186, 2.494, -3.691], [1.665, 4.145, -3.781], [3.520, 4.473, -4.686], [1.982, 2.727, -5.990], [1.035, 1.694, -5.558], [1.382, 3.738, -6.815], [3.151, 2.043, -6.595], [4.474, 1.820, 4.293], [5.241, 0.671, 3.591], [4.436, -0.577, 3.655], [3.607, -0.647, 2.453], [2.643, -1.895, 2.474], [5.218, -1.801, 3.826], [6.242, -2.076, 2.842], [5.140, 2.675, 4.174], [4.339, 1.560, 5.343], [3.503, 2.079, 3.872], [5.526, 0.865, 2.557], [6.174, 0.527, 4.135], [2.992, 0.248, 2.358], [4.221, -0.764, 1.560], [1.829, -1.694, 1.777], [3.123, -2.847, 2.246], [2.188, -1.942, 3.463], [4.644, -2.727, 3.800], [5.669, -1.828, 4.818], [6.837, -2.960, 3.067], [7.011, -1.306, 2.906], [5.827, -2.166, 1.838], [-0.954, -1.093, 1.734], [-1.919, -0.643, 2.778], [-3.318, -0.608, 2.326], [-4.156, -1.773, 2.561], [-3.794, -2.840, 1.527], [-4.001, 0.515, 2.972], [-3.677, 1.898, 2.326], [0.016, -0.596, 1.756], [-1.269, -0.948, 0.701], [-0.831, -2.171, 1.840], [-1.882, -1.302, 3.645], [-1.566, 0.296, 3.205], [-4.134, -2.190, 3.568], [-5.198, -1.669, 2.259], [-3.578, -2.475, 0.523], [-2.951, -3.462, 1.829], [-4.575, -3.596, 1.452], [-3.795, 0.569, 4.041], [-5.088, 0.439, 2.986], [-3.930, 1.868, 1.267], [-2.649, 2.229, 2.469], [-4.270, 2.657, 2.836], [-2.958, 0.473, -1.275], [-3.290, 1.802, -2.004], [-2.103, 2.318, -2.735], [-2.484, 3.588, -3.411], [-1.395, 4.215, -4.247], [-0.978, 2.502, -1.806], [-1.239, 3.539, -0.597], [-2.453, 0.671, -0.329], [-2.305, -0.114, -1.921], [-3.850, -0.094, -1.008], [-4.178, 1.562, -2.588], [-3.613, 2.565, -1.295], [-3.264, 3.240, -4.088], [-2.921, 4.304, -2.715], [-1.812, 5.060, -4.794], [-0.623, 4.644, -3.608], [-0.814, 3.456, -4.771], [-0.174, 2.929, -2.406], [-0.628, 1.510, -1.519], [-1.537, 4.546, -0.887], [-0.321, 3.596, -0.012], [-2.019, 3.059, -0.006], [-2.173, -5.943, -1.725], [-2.299, -4.926, -0.808], [-1.766, -3.716, -1.273], [-1.239, -4.022, -2.533], [-1.551, -5.391, -2.821], [-2.632, -6.841, -1.669], [-2.747, -5.069, 0.165], [-1.406, -2.860, -0.722], [-0.739, -3.339, -3.204], [-1.286, -6.003, -3.671]]
}

=====

Entry 4:
{
  "formula": "C25H53NO4P",
  "method": "the ωB97M-V functional and the def2-TZVPD basis",
  "charge": 1,
  "homo_lumo_gap_ev": 10.7,
  "e_lumo_ev": -2.061,
  "smiles": "CCCCCCCCCCCCCCCCCCO[P@@](=O)(O)OC1CC[N+](C)(C)CC1",
  "total_energy_ev": -45752.7552,
  "de_lowest_kcal_mol": 0.0,
  "largest_force_ev_per_a": 1.14,
  "symbols": ["C", "C", "C", "C", "C", "C", "C", "C", "C", "C", "C", "C", "C", "C", "H", "C", "C", "H", "H", "C", "C", "H", "H", "O", "P", "O", "O", "H", "O", "C", "C", "C", "H", "N", "C", "H", "H", "H", "C", "H", "H", "H", "C", "C", "H", "H", "H", "H", "H", "H", "H", "H", "H", "H", "H", "H", "H", "H", "H", "H", "H", "H", "H", "H", "H", "H", "H", "H", "H", "H", "H", "H", "H", "H", "H", "H", "H", "H", "H", "H", "H", "H", "H", "H"],
  "coordinates": [[0.923, 6.372, -2.353], [1.478, 5.429, -3.414], [1.311, 3.958, -3.038], [1.911, 3.034, -4.097], [1.660, 1.548, -3.837], [2.306, 1.041, -2.548], [2.366, -0.484, -2.461], [0.996, -1.158, -2.539], [1.077, -2.625, -2.123], [-0.241, -3.369, -2.349], [-0.312, -4.689, -1.577], [-0.600, -4.469, -0.093], [-0.535, -5.750, 0.736], [-0.917, -5.503, 2.197], [-1.873, -4.977, 2.220], [0.133, -4.702, 2.965], [-0.274, -4.414, 4.410], [0.579, -3.977, 4.935], [-0.517, -5.357, 4.905], [-1.473, -3.475, 4.565], [-1.245, -2.065, 4.033], [-0.229, -1.718, 4.241], [-1.954, -1.368, 4.489], [-1.455, -2.038, 2.613], [-1.054, -0.739, 1.833], [0.196, -0.071, 2.231], [-1.091, -1.175, 0.314], [-1.176, -2.125, 0.174], [-2.368, 0.170, 2.030], [-2.671, 1.468, 1.555], [-2.185, 2.558, 2.517], [-0.677, 2.741, 2.446], [-0.201, 1.809, 2.762], [-0.174, 3.044, 1.078], [-0.592, 4.386, 0.640], [-1.675, 4.453, 0.582], [-0.175, 4.602, -0.342], [-0.234, 5.135, 1.344], [1.300, 2.993, 1.119], [1.681, 3.740, 1.813], [1.623, 2.006, 1.448], [1.708, 3.190, 0.129], [-0.644, 2.006, 0.122], [-2.148, 1.767, 0.150], [-2.359, 0.917, -0.499], [-2.693, 2.627, -0.242], [-0.339, 2.303, -0.884], [-0.137, 1.075, 0.377], [-0.364, 3.547, 3.113], [-2.440, 2.268, 3.537], [-2.718, 3.484, 2.296], [-3.769, 1.481, 1.534], [-1.704, -3.388, 5.629], [-2.349, -3.890, 4.068], [1.066, -5.271, 2.977], [0.333, -3.756, 2.461], [-1.054, -6.465, 2.696], [-1.221, -6.484, 0.308], [0.472, -6.168, 0.685], [0.126, -3.760, 0.309], [-1.606, -4.046, 0.011], [-1.097, -5.318, -2.001], [0.634, -5.222, -1.690], [-0.350, -3.569, -3.417], [-1.079, -2.731, -2.053], [1.357, -2.668, -1.068], [1.867, -3.120, -2.689], [0.610, -1.092, -3.558], [0.293, -0.642, -1.879], [2.837, -0.755, -1.513], [2.999, -0.866, -3.263], [3.325, 1.430, -2.487], [1.753, 1.415, -1.682], [0.584, 1.363, -3.809], [2.070, 0.984, -4.676], [2.987, 3.212, -4.154], [1.484, 3.294, -5.067], [1.810, 3.780, -2.080], [0.246, 3.731, -2.924], [0.969, 5.615, -4.361], [2.538, 5.639, -3.563], [1.059, 7.405, -2.661], [-0.143, 6.205, -2.204], [1.442, 6.236, -1.404]]
}

=====

Entry 5:
{
  "formula": "C25H54I2N4O7",
  "method": "the ωB97M-V functional and the def2-TZVPD basis",
  "charge": 0,
  "homo_lumo_gap_ev": 8.7,
  "e_lumo_ev": 0.048,
  "total_energy_ev": -63289.3821,
  "de_lowest_kcal_mol": 61.9,
  "largest_force_ev_per_a": 1.82,
  "symbols": ["C", "C", "I", "C", "I", "C", "C", "C", "N", "C", "O", "H", "H", "H", "H", "H", "H", "H", "H", "H", "C", "O", "C", "C", "N", "C", "C", "O", "C", "H", "H", "H", "H", "H", "H", "H", "H", "H", "H", "H", "H", "H", "H", "H", "C", "O", "C", "C", "N", "C", "C", "O", "C", "H", "H", "H", "H", "H", "H", "H", "H", "H", "H", "H", "H", "H", "H", "H", "C", "O", "C", "C", "N", "C", "C", "O", "C", "H", "H", "H", "H", "H", "H", "H", "H", "H", "H", "H", "H", "H", "H", "H"],
  "coordinates": [[8.918, -1.940, -1.951], [8.425, -3.319, -1.643], [9.936, -4.483, -0.757], [7.207, -3.799, -1.928], [6.851, -5.866, -1.563], [6.030, -3.081, -2.619], [4.693, -3.747, -2.174], [3.677, -2.632, -2.344], [4.375, -1.473, -1.772], [5.705, -1.589, -2.290], [6.369, -0.623, -2.520], [8.478, -1.240, -1.258], [8.653, -1.622, -2.945], [9.984, -1.883, -1.792], [6.077, -3.300, -3.682], [4.707, -3.915, -1.105], [4.432, -4.645, -2.711], [2.813, -2.814, -1.718], [3.382, -2.435, -3.364], [4.425, -1.557, -0.764], [0.755, 4.052, 2.689], [0.029, 3.804, 1.501], [0.374, 4.650, 0.408], [1.166, 3.916, -0.652], [2.500, 3.562, -0.193], [3.217, 2.608, -1.040], [2.584, 1.255, -1.344], [2.517, 0.360, -0.248], [1.464, 0.610, 0.666], [0.237, 3.540, 3.498], [1.778, 3.664, 2.641], [0.790, 5.121, 2.917], [0.903, 5.539, 0.761], [-0.564, 4.981, -0.047], [1.253, 4.564, -1.530], [0.575, 3.038, -0.946], [2.438, 3.183, 0.741], [4.179, 2.416, -0.560], [3.436, 3.097, -1.995], [3.227, 0.762, -2.073], [1.594, 1.352, -1.809], [0.562, 0.962, 0.159], [1.764, 1.328, 1.435], [1.233, -0.329, 1.169], [-7.769, 4.050, -1.882], [-7.430, 3.028, -0.969], [-6.569, 2.022, -1.481], [-5.166, 2.129, -0.922], [-4.468, 3.304, -1.422], [-3.225, 3.636, -0.727], [-3.240, 3.886, 0.777], [-3.871, 5.088, 1.177], [-5.283, 5.056, 1.218], [-8.612, 4.595, -1.461], [-6.949, 4.760, -2.040], [-8.069, 3.636, -2.849], [-6.558, 2.041, -2.575], [-6.985, 1.062, -1.167], [-4.608, 1.235, -1.218], [-5.251, 2.120, 0.173], [-5.087, 4.102, -1.380], [-2.832, 4.539, -1.200], [-2.502, 2.836, -0.927], [-2.200, 3.988, 1.086], [-3.647, 3.035, 1.339], [-5.658, 4.086, 1.556], [-5.724, 5.298, 0.247], [-5.608, 5.818, 1.925], [-0.542, -2.326, -0.072], [-0.472, -2.189, 1.332], [-1.701, -1.868, 1.970], [-2.268, -3.042, 2.738], [-2.737, -4.096, 1.851], [-3.040, -5.372, 2.495], [-1.956, -6.083, 3.298], [-0.903, -6.631, 2.533], [0.092, -5.718, 2.117], [0.478, -2.304, -0.453], [-1.001, -3.273, -0.378], [-1.098, -1.500, -0.526], [-2.425, -1.483, 1.246], [-1.485, -1.068, 2.683], [-3.111, -2.686, 3.340], [-1.488, -3.384, 3.431], [-2.050, -4.252, 1.128], [-3.358, -6.057, 1.706], [-3.904, -5.224, 3.150], [-2.435, -6.938, 3.781], [-1.554, -5.457, 4.105], [0.287, -4.956, 2.877], [-0.172, -5.232, 1.173], [1.007, -6.285, 1.952]]
}